The following is a DFT calculation (ωB97M-V with the def2-TZVPD basis set) of a cluster of 10 separate species, C28H76O26S10 in total.

Element x y z (Å)
O (7.67982, -8.65236, -2.96826)
S (7.17941, -8.58122, -4.36281)
O (6.29285, -9.61020, -4.95013)
O (6.30599, -7.16519, -4.44872)
C (6.86202, -6.01119, -3.89061)
C (6.56226, -4.81979, -4.78554)
C (8.52463, -8.14268, -5.51771)
H (7.92020, -6.08321, -3.63929)
H (6.40682, -5.94601, -2.90235)
H (7.06483, -4.93428, -5.74596)
H (6.96779, -3.92446, -4.31434)
H (5.47942, -4.77285, -4.90110)
H (8.24390, -7.75507, -6.49702)
H (9.02640, -9.10583, -5.61091)
H (9.10564, -7.32760, -5.08622)
O (-5.28234, 3.53867, 9.83361)
S (-3.82996, 3.73879, 10.05105)
O (-3.25317, 3.49122, 11.36333)
O (-2.99898, 2.97683, 8.92851)
C (-1.62216, 2.76112, 9.08449)
C (-1.23407, 1.83367, 7.87932)
C (-3.36363, 5.53174, 9.71194)
H (-1.43393, 2.23782, 10.02194)
H (-1.00350, 3.65443, 8.99875)
H (-1.97408, 1.05043, 7.71494)
H (-0.18431, 1.57429, 8.01650)
H (-1.25315, 2.47033, 6.99478)
H (-3.98307, 6.07763, 10.42356)
H (-3.58019, 5.84069, 8.68932)
H (-2.33160, 5.54862, 10.06227)
O (2.51634, 6.22550, -8.57352)
S (2.25830, 6.26715, -7.11465)
O (0.87893, 6.09531, -6.60322)
O (3.44290, 5.41264, -6.28265)
C (4.70866, 5.15461, -6.91836)
C (5.77655, 4.80535, -6.00183)
C (2.66632, 7.93237, -6.44699)
H (4.91829, 5.97671, -7.60269)
H (4.56469, 4.31421, -7.59742)
H (5.49005, 3.86269, -5.53555)
H (5.76456, 5.63389, -5.29368)
H (6.76109, 4.75678, -6.46703)
H (3.67127, 8.12885, -6.82056)
H (2.52038, 7.99908, -5.36886)
H (2.10024, 8.61571, -7.08000)
O (-5.67463, -1.38078, -4.47181)
S (-6.53196, -2.59983, -4.26245)
O (-5.97486, -3.78794, -3.64913)
O (-7.85232, -2.13019, -3.41107)
C (-7.70619, -1.87740, -2.02025)
C (-8.72701, -2.75251, -1.32722)
C (-7.25105, -3.04033, -5.83018)
H (-7.88172, -0.82161, -1.81387)
H (-6.72203, -2.13608, -1.62957)
H (-8.86419, -2.67372, -0.24876)
H (-8.57769, -3.82385, -1.46146)
H (-9.72879, -2.73069, -1.75625)
H (-7.51660, -2.16313, -6.42019)
H (-8.12717, -3.65235, -5.61590)
H (-6.47543, -3.52086, -6.42650)
O (-6.31516, 4.52291, 4.19745)
S (-7.09172, 3.50737, 3.48090)
O (-8.48204, 3.43696, 3.79766)
O (-6.96019, 3.78446, 1.82437)
C (-5.70344, 4.19447, 1.34077)
C (-5.74504, 4.15050, -0.20384)
C (-6.36339, 1.81442, 3.57810)
H (-4.91127, 3.53058, 1.68692)
H (-5.48817, 5.20424, 1.69025)
H (-5.93437, 3.13381, -0.54822)
H (-4.82495, 4.58801, -0.59130)
H (-6.51357, 4.77486, -0.65951)
H (-5.37171, 1.79117, 3.12630)
H (-7.01268, 1.09404, 3.08055)
H (-6.34608, 1.63808, 4.65360)
O (1.68924, 10.18345, 1.75172)
S (1.12555, 10.00878, 3.08688)
O (0.58765, 11.14428, 3.87110)
O (0.03329, 8.72927, 3.07862)
C (-1.00346, 8.64228, 4.09602)
C (-2.24499, 9.65625, 3.87639)
C (2.27121, 9.13117, 4.16231)
H (-0.60387, 8.91651, 5.07235)
H (-1.28374, 7.58908, 4.07846)
H (-2.75992, 9.60218, 2.91721)
H (-2.17699, 10.71913, 4.10826)
H (-2.98216, 9.28543, 4.58856)
H (2.40058, 9.67999, 5.09514)
H (3.23309, 9.21242, 3.65607)
H (1.89687, 8.13159, 4.38326)
O (-2.72643, -9.35071, -9.15680)
S (-2.18295, -9.70185, -7.80975)
O (-0.98344, -10.53456, -7.70772)
O (-2.09845, -8.33009, -6.80960)
C (-1.35319, -8.44242, -5.49875)
C (0.07985, -8.09385, -5.77538)
C (-3.48734, -10.58505, -6.78874)
H (-1.55328, -9.37835, -4.97713)
H (-1.82457, -7.74680, -4.80448)
H (0.29019, -7.06614, -6.07146)
H (0.50351, -8.78656, -6.50255)
H (0.68215, -8.20980, -4.87434)
H (-4.31079, -9.91933, -6.53019)
H (-2.99676, -10.91894, -5.87443)
H (-3.78559, -11.45949, -7.36710)
O (0.57919, 0.71218, 0.75120)
S (-0.24535, 0.84232, -0.45211)
O (-1.67717, 0.85472, -0.33145)
O (0.23552, 2.22931, -1.30471)
C (0.53266, 3.40976, -0.52307)
C (1.88554, 3.32868, 0.18271)
C (0.15308, -0.49088, -1.66894)
H (-0.34943, 3.43504, 0.11675)
H (0.49465, 4.16930, -1.30394)
H (2.27066, 4.34063, 0.05718)
H (2.61615, 2.64280, -0.24608)
H (1.74883, 3.03195, 1.22259)
H (-0.08577, -1.46141, -1.23406)
H (1.20857, -0.32448, -1.88420)
H (-0.44495, -0.48004, -2.58017)
C (3.12102, -5.41216, 3.16391)
S (3.10899, -7.12013, 2.33260)
O (2.93841, -6.82403, 0.83543)
C (4.86332, -7.57201, 2.52677)
H (3.16213, -5.51237, 4.24852)
H (2.27316, -4.81511, 2.82810)
H (3.99437, -4.86137, 2.81465)
H (5.39283, -6.88055, 1.87132)
H (5.00766, -8.56071, 2.09120)
H (5.24391, -7.48017, 3.54403)
C (4.72312, -2.40721, 8.27081)
S (5.67290, -0.82918, 8.03759)
O (7.16219, -1.16533, 8.27018)
C (5.66489, -0.80796, 6.15078)
H (4.89904, -2.73749, 9.29456)
H (4.95582, -3.26932, 7.64574)
H (3.64979, -2.22069, 8.23533)
H (5.89316, -1.82959, 5.84705)
H (6.49655, -0.21120, 5.77618)
H (4.76252, -0.58057, 5.58321)

Atoms 1-2, force components in eV/Å:
O -0.654 -0.273 -3.195
S -2.004 0.728 0.723

Properties
Net charge: 0
Max |F| (eV/A): 4.13
Total energy (eV): -191843.992